[1]
A single C4H6O molecule at a distorted geometry, computed with ωB97M-V with the def2-TZVPD basis set.

Each line ends with the Löwdin charge.
Cartesian coordinates (Å):
O  -2.6998  0.2116  -0.0152  0.03
C  -1.5488  -0.0104  0.3813  -0.20
C  -0.3373  -0.1026  -0.5530  -0.23
C  0.7938  0.7015  -0.0951  -0.21
C  0.9621  -0.6893  0.0158  -0.13
H  -1.1152  -0.2547  1.3759  0.13
H  -0.5161  -0.0186  -1.6744  0.16
H  0.6036  1.2664  0.9095  0.14
H  1.4968  1.3612  -0.6610  0.13
H  1.5540  -1.1673  -0.6164  0.06
H  0.8067  -1.2977  0.9325  0.13

Results
Relative energy (zero: lowest compared OMol25 entry of this formula, charge and spin): 31.8 kcal/mol
Total energy: -231.1731 a.u.
Net charge: 0
Maximum force: 6.477 eV Å⁻¹
SMILES string: O=CC1CC1
LUMO level: 1.0 eV



[2]
A single H5NP4 molecule at a distorted geometry, computed with ωB97M-V with the def2-TZVPD basis set.

Each line ends with the Mulliken spin population.
Cartesian coordinates (Å):
N  0.7020  2.3728  -0.4458  0.03
P  -1.0819  -0.3286  0.3510  0.77
P  0.5800  -3.0663  0.4556  0.17
P  -0.6862  1.8623  0.1774  0.06
P  0.8240  -0.8975  0.1755  0.92
H  0.6424  2.0054  -1.4877  0.00
H  -0.1814  -3.1231  -0.7237  0.02
H  1.7845  -3.3057  -0.1071  0.00
H  -0.6302  2.1972  1.5538  0.03
H  -1.9532  2.2835  0.0510  0.00

Results
Relative energy (zero: lowest compared OMol25 entry of this formula, charge and spin): 0.0 kcal/mol
Total energy: -1422.9883 a.u.
Net charge: 0
Maximum force: 3.516 eV Å⁻¹
Multiplicity: 3
LUMO level (spin up / spin down): 0.7 / -3.4 eV



[3]
C5H13N2 as an isolated structure at a distorted geometry, computed with ωB97M-V with the def2-TZVPD basis set.

Each line ends with the Löwdin charge.
Cartesian coordinates (Å):
C  -0.7694  0.0492  2.2463  0.07
C  0.3581  0.0332  1.5673  -0.16
C  -1.6437  0.2874  -0.8258  -0.02
C  0.6772  0.9832  -1.3061  -0.09
C  0.4604  -0.9568  0.5480  -0.24
N  1.7600  -1.3005  0.2379  0.11
N  -0.2092  -0.1420  -1.0118  -0.15
H  -1.0235  0.8354  2.9545  0.09
H  -1.4924  -0.8163  2.0295  0.12
H  1.0114  0.8040  1.5293  0.09
H  -1.9262  0.4758  0.2449  0.09
H  -1.7772  1.1281  -1.3661  0.04
H  -2.4074  -0.5025  -1.3058  0.16
H  0.3632  1.9538  -0.7445  0.13
H  1.7612  0.9242  -0.9692  0.10
H  0.6188  1.0978  -2.4528  0.13
H  -0.4148  -1.7052  0.4085  0.18
H  2.0827  -1.7051  -0.5932  0.09
H  2.5254  -0.7197  0.5899  0.12
H  0.0454  -0.7241  -1.7808  0.13

Results
Relative energy (zero: lowest compared OMol25 entry of this formula, charge and spin): 88.5 kcal/mol
Total energy: -307.4806 a.u.
Net charge: +1
Maximum force: 4.690 eV Å⁻¹
LUMO level: -3.4 eV